Record 1
{"formula": "C9H37F3Hf2NO22S3", "method": "ωB97M-V with the def2-TZVPD basis set", "charge": 3, "homo_energy_ha": -0.582, "symbols": ["Hf", "Hf", "S", "O", "O", "O", "O", "S", "O", "O", "O", "O", "C", "F", "F", "F", "S", "O", "O", "O", "C", "O", "C", "C", "N", "C", "C", "O", "C", "H", "H", "H", "H", "H", "H", "H", "H", "H", "H", "H", "H", "H", "H", "H", "O", "H", "H", "O", "H", "H", "O", "H", "H", "O", "H", "H", "O", "H", "H", "O", "H", "H", "O", "H", "H", "O", "H", "H", "C", "C", "O", "H", "H", "H", "H", "H", "H"], "positions_angstrom": [[4.373, 0.243, 1.393], [1.189, -0.611, -3.016], [3.722, 0.946, -2.198], [3.439, -0.427, -2.701], [4.710, 1.621, -2.958], [2.362, 1.313, -2.415], [4.123, 0.786, -0.795], [0.865, 0.109, 0.548], [0.123, 1.295, 0.833], [0.393, -1.006, 1.326], [0.802, -0.220, -0.871], [2.256, 0.372, 0.950], [4.486, -3.925, -1.484], [5.399, -3.293, -2.215], [3.806, -4.844, -2.143], [5.141, -4.536, -0.529], [3.191, -2.702, -0.645], [3.982, -1.575, -0.065], [2.304, -2.304, -1.708], [2.535, -3.452, 0.449], [-5.785, 0.208, 0.512], [-5.182, -0.149, -0.792], [-4.056, -0.919, -0.649], [-2.821, -0.168, -0.057], [-2.161, 0.912, -0.830], [-3.026, 2.080, -1.086], [-2.336, 3.338, -1.604], [-1.916, 3.316, -2.969], [-1.511, 4.645, -3.375], [-6.761, 0.677, 0.407], [-5.184, 0.977, 1.002], [-5.709, -0.657, 1.172], [-3.823, -1.213, -1.675], [-4.290, -1.819, -0.075], [-1.960, -0.840, -0.030], [-3.006, 0.051, 0.997], [-1.295, 1.190, -0.395], [-3.904, 2.250, -0.462], [-3.626, 1.776, -1.950], [-1.470, 3.532, -0.965], [-3.092, 4.117, -1.493], [-2.245, 5.385, -3.059], [-1.389, 4.638, -4.457], [-0.517, 4.824, -2.962], [3.774, 2.594, 1.421], [3.205, 2.834, 0.665], [3.741, 3.355, 2.010], [3.141, 0.791, 3.578], [2.283, 0.420, 3.843], [3.430, 1.314, 4.332], [0.569, -0.340, 3.887], [0.149, -0.654, 3.075], [-0.005, -0.641, 4.597], [0.103, 2.857, 2.987], [0.198, 2.341, 2.180], [-0.157, 2.218, 3.654], [-0.398, 1.118, -2.856], [-0.751, 1.682, -3.559], [-1.050, 1.206, -2.128], [1.882, 3.030, -0.538], [1.120, 2.805, 0.003], [1.894, 2.363, -1.236], [3.012, -1.564, 2.471], [2.063, -1.561, 2.292], [3.159, -2.342, 3.018], [-0.318, -2.265, -2.357], [-0.758, -2.330, -1.492], [-0.559, -3.077, -2.816], [-1.124, -4.116, 2.539], [-1.833, -3.405, 1.336], [-0.911, -3.110, 0.292], [-0.234, -3.573, 2.866], [-0.797, -5.101, 2.209], [-1.774, -3.993, 3.405], [-2.131, -2.431, 1.730], [-2.690, -3.982, 0.994], [-0.374, -2.385, 0.635]], "forces_ev_per_a": [[-9.486, -0.330, -3.686], [2.335, 2.027, 7.479], [4.634, -1.197, -2.951], [-0.546, -4.168, -1.890], [-0.599, 0.184, 0.790], [-6.276, 3.350, -0.322], [1.145, 0.704, 3.875], [-1.644, 0.260, 2.085], [-0.252, 0.617, -0.722], [0.242, -1.062, 0.188], [0.288, -0.930, -3.886], [4.556, 0.348, 0.891], [0.537, -0.190, 0.494], [-1.186, 0.164, -0.216], [-0.124, 0.944, -0.359], [-0.142, 0.171, 0.885], [-0.071, -3.537, 3.868], [1.587, 1.385, 0.778], [-1.627, 0.691, -2.100], [1.318, 1.436, -2.681], [1.415, 0.195, -0.697], [-1.820, 1.353, 1.442], [1.269, 0.578, -0.743], [1.220, -1.106, -0.173], [-1.217, 1.104, -0.366], [-0.924, -0.524, -2.846], [-0.269, -0.098, 0.972], [-0.280, -0.237, 0.019], [0.484, -0.834, -0.135], [-0.123, -0.713, -0.395], [0.248, 0.119, -0.083], [-0.682, -0.154, -0.059], [0.219, -0.261, -0.022], [0.391, -0.106, 0.302], [-0.476, -0.899, 0.308], [-0.118, 0.695, -0.025], [-0.570, 0.189, 1.002], [0.846, 0.282, 1.201], [-0.003, -0.133, -0.360], [0.145, 0.512, 0.098], [0.271, 0.300, 0.132], [0.100, 0.024, -0.048], [-0.330, -0.007, 0.025], [-0.092, 0.420, 0.264], [1.529, -1.888, 0.224], [-0.904, 0.030, -1.198], [0.216, 0.034, 0.577], [1.967, 0.300, -0.886], [-0.877, -0.656, -0.285], [0.189, 0.327, 0.126], [0.224, 0.050, 0.125], [-0.039, 0.108, -0.056], [0.045, 0.050, 0.368], [0.429, 0.269, 0.091], [-0.236, 0.080, 0.337], [-0.130, -0.031, 0.152], [2.783, -2.066, -2.026], [-0.298, 0.723, -0.217], [-1.366, -1.008, 1.214], [0.573, 0.347, 0.789], [-0.311, 0.186, 0.144], [-0.183, 0.340, -0.207], [1.491, 0.641, 0.107], [-0.490, 0.165, -0.440], [0.424, -0.257, 0.094], [0.911, 1.302, -1.821], [-0.272, -0.151, 1.358], [-0.025, -0.339, -0.228], [-0.259, 0.957, -1.152], [0.887, 0.373, 1.923], [0.028, -0.231, -1.415], [0.234, 0.213, -0.428], [-0.351, -0.234, 0.664], [-0.238, -1.001, -0.056], [-0.734, -0.040, -0.061], [0.195, 0.109, -0.277], [0.197, -0.271, 0.129]]}

***

Record 2
{"formula": "C9H37O9", "method": "ωB97M-V with the def2-TZVPD basis set", "charge": 1, "de_lowest_ev": 28.322, "homo_energy_ha": -0.415, "symbols": ["O", "H", "H", "H", "O", "H", "H", "O", "H", "H", "O", "H", "H", "O", "H", "H", "O", "H", "H", "C", "C", "C", "O", "H", "H", "H", "H", "H", "H", "H", "H", "C", "C", "C", "O", "H", "H", "H", "H", "H", "H", "H", "H", "C", "C", "C", "O", "H", "H", "H", "H", "H", "H", "H", "H"], "positions_angstrom": [[-0.577, -0.684, -0.382], [0.056, -0.199, 0.152], [-0.510, -0.526, -1.327], [-1.469, -0.405, -0.159], [-2.312, -1.134, -1.266], [-2.540, -1.317, -2.177], [-2.915, -1.675, -0.754], [-0.641, 0.162, -1.995], [-0.990, 0.738, -2.675], [-0.194, -0.534, -2.476], [0.265, -1.689, -1.706], [0.634, -2.257, -2.383], [-0.386, -2.234, -1.265], [-2.023, 0.118, 0.410], [-2.283, -0.026, 1.320], [-2.185, 1.049, 0.258], [-2.265, -2.256, 0.898], [-2.755, -2.656, 0.180], [-1.370, -2.184, 0.566], [2.510, 0.797, 1.476], [1.908, 0.093, 0.296], [1.657, -1.340, 0.594], [0.686, 0.712, 0.018], [1.836, 0.714, 2.328], [2.480, 1.887, 1.469], [3.530, 0.429, 1.592], [2.547, 0.097, -0.587], [2.435, -1.741, 1.244], [1.709, -2.001, -0.271], [0.813, -1.627, 1.222], [0.855, 1.642, -0.152], [2.484, 2.025, -3.531], [1.518, 1.512, -2.565], [1.680, 0.021, -2.152], [1.615, 2.277, -1.384], [2.264, 3.077, -3.708], [2.331, 1.609, -4.527], [3.549, 1.865, -3.365], [0.525, 1.656, -2.991], [2.676, -0.217, -1.778], [1.441, -0.622, -2.999], [0.958, -0.166, -1.357], [2.535, 2.176, -1.129], [-0.602, 0.511, 2.351], [-1.941, -0.071, 2.876], [-2.467, 0.408, 4.227], [-2.988, 0.036, 1.965], [-0.493, 0.465, 1.268], [0.191, -0.076, 2.816], [-0.569, 1.559, 2.648], [-1.726, -1.135, 2.971], [-3.321, -0.248, 4.393], [-2.803, 1.445, 4.243], [-1.594, 0.205, 4.847], [-3.771, -0.262, 2.434]], "forces_ev_per_a": [[6.909, -13.091, 8.292], [-2.038, -1.578, 0.035], [-0.783, -3.066, 5.636], [0.139, -0.818, -1.875], [-4.798, -3.041, -4.733], [-0.387, -0.087, -0.573], [-0.543, 0.855, -0.417], [-4.368, 12.741, -14.588], [-0.661, 0.390, -0.225], [0.306, -0.329, -1.928], [2.544, -10.025, -4.470], [0.702, -0.884, -0.827], [-0.165, -0.345, 0.076], [-6.670, 10.916, -2.370], [2.482, -1.849, -4.669], [-0.222, 0.128, -0.483], [-0.737, -1.540, 1.336], [0.058, -1.090, 0.743], [0.592, 0.273, -0.238], [0.047, 0.452, 0.711], [1.556, 0.819, 2.384], [1.492, -2.720, 1.362], [5.491, 6.862, 2.247], [0.663, -0.936, 0.357], [0.552, 0.293, -1.020], [-0.113, 0.170, 0.681], [0.074, 0.735, 2.419], [0.697, 0.410, -0.056], [-0.220, 0.313, 0.267], [-0.290, 0.462, -0.356], [0.118, 0.832, -0.351], [0.741, 0.736, -2.372], [0.250, -1.898, 0.350], [0.957, 1.305, -2.520], [0.437, 1.874, -0.092], [0.376, 0.221, 0.273], [-0.178, -0.419, -0.042], [-0.036, 0.085, 0.619], [0.279, 0.313, 0.237], [0.197, -0.204, -2.067], [0.585, 0.297, -0.485], [2.994, 0.669, -1.996], [0.326, 0.517, 0.261], [-0.986, 0.374, 1.296], [1.841, -0.420, 3.257], [1.139, -0.558, -0.978], [-10.648, 1.404, 12.271], [-0.171, 0.356, 2.543], [-0.118, 0.300, 0.249], [0.444, 0.156, 0.067], [-0.209, -0.264, 0.211], [0.080, 0.018, 0.853], [0.313, 0.014, -0.036], [-0.628, 0.238, 0.936], [-0.410, -0.365, -0.202]]}

***

Record 3
{"formula": "C9H3Cl2N4RhS2", "method": "ωB97M-V with the def2-TZVPD basis set", "s_squared": 6.04, "homo_energy_ha": [-0.334, -0.335], "multiplicity": 5, "symbols": ["Rh", "Cl", "C", "C", "C", "C", "C", "Cl", "C", "S", "H", "H", "H", "N", "C", "N", "C", "N", "S", "C", "N"], "positions_angstrom": [[-0.256, -1.643, -0.462], [-0.296, 0.323, -2.085], [-0.367, 1.693, -0.976], [-0.442, 2.935, -1.570], [-0.497, 4.055, -0.753], [-0.477, 3.913, 0.624], [-0.403, 2.651, 1.188], [-0.380, 2.532, 2.911], [-0.345, 1.487, 0.405], [-0.250, -0.078, 1.175], [-0.456, 3.022, -2.647], [-0.556, 5.040, -1.194], [-0.518, 4.776, 1.272], [3.669, -6.272, 0.622], [3.434, -5.143, 0.655], [3.233, -3.835, 0.761], [2.331, -3.213, 0.159], [1.552, -2.525, -0.408], [-4.050, -4.049, 0.677], [-2.895, -3.166, 0.065], [-2.033, -2.501, -0.417]], "forces_ev_per_a": [[-0.034, -0.267, -0.190], [-0.005, 0.105, 0.155], [0.005, -0.207, -0.251], [0.003, 0.067, 0.154], [-0.001, -0.049, -0.054], [-0.002, -0.016, -0.019], [0.005, 0.041, 0.123], [-0.003, 0.011, -0.029], [0.010, 0.028, -0.042], [-0.002, 0.211, 0.189], [-0.001, 0.001, -0.020], [0.001, 0.009, -0.001], [-0.001, 0.004, 0.009], [0.014, -0.020, -0.011], [0.002, -0.076, 0.030], [-0.058, 0.100, 0.041], [0.159, -0.035, -0.165], [-0.079, 0.074, 0.096], [-0.027, -0.009, 0.014], [-0.078, 0.011, -0.025], [0.092, 0.017, -0.005]]}

***

Record 4
{"formula": "C9H3N5", "method": "ωB97M-V with the def2-TZVPD basis set", "de_lowest_ev": 0.699, "homo_energy_ha": [-0.327, -0.318], "symbols": ["C", "C", "C", "C", "C", "C", "C", "C", "C", "N", "N", "N", "N", "N", "H", "H", "H"], "positions_angstrom": [[2.970, 0.389, -0.080], [1.466, -1.891, 0.052], [1.018, 3.110, 0.006], [-1.204, -2.174, 0.111], [1.526, 0.544, -0.001], [0.774, -0.662, -0.067], [1.092, 1.803, -0.075], [-0.657, -0.904, -0.034], [-1.480, 0.193, -0.103], [4.102, 0.359, -0.243], [2.160, -2.799, 0.071], [0.713, 4.206, 0.200], [-1.685, -3.205, 0.020], [-2.795, 0.037, -0.020], [-1.233, 1.301, -0.079], [-3.222, -0.880, -0.122], [-3.546, 0.571, 0.364]], "forces_ev_per_a": [[-0.504, -0.105, 0.066], [1.074, 0.499, -0.379], [0.177, -1.827, -0.069], [0.112, -0.401, -0.694], [0.868, -1.810, -0.771], [-1.193, -0.136, 0.899], [-1.135, 0.083, 0.067], [2.222, 3.178, -0.492], [-1.834, 2.063, 1.209], [0.611, -0.044, 0.059], [0.234, -0.876, 0.154], [-0.346, 2.720, 0.216], [-0.604, -0.990, 0.356], [-1.651, -1.859, -0.408], [0.600, -1.810, -0.122], [0.806, -0.365, -0.025], [0.563, 1.679, -0.067]]}